Density functional theory data (ωB97M-V/def2-TZVPD) for a single C6H9BrS molecule at a distorted geometry.

Last column: Löwdin charge in e.
CARTESIAN COORDINATES (ANGSTROEM)
1 C -0.579 1.545 -1.118  -0.25
2 C -0.322 2.520 -0.268  -0.62
3 C 0.295 0.337 -1.299  -0.27
4 C 0.946 -0.264 -0.073  -0.75
5 C -0.451 -2.174 0.959  -0.05
6 C 0.085 -0.690 1.032  -0.31
7 S 1.087 2.439 0.746  0.64
8 Br 2.673 -0.858 -0.133  0.84
9 H -1.602 1.682 -1.693  0.14
10 H -0.930 3.406 -0.045  0.06
11 H -0.333 -0.357 -1.781  0.10
12 H 0.949 0.425 -2.153  0.11
13 H -0.234 -2.654 1.874  0.05
14 H 0.029 -2.605 0.100  0.06
15 H -1.564 -2.179 0.849  0.09
16 H 0.572 -0.671 1.923  0.07
17 H -0.621 0.100 1.080  0.09

Calculated values
- HOMO energy (spin up / spin down): -7.94 / -7.76 eV
- E: -87242.2344 eV
- HOMO-LUMO gap (spin up / spin down): 7.2 / 6.3 eV
- Relative energy (zero: lowest compared OMol25 entry of this formula, charge and spin): 79.83 kcal/mol